Entry 1:
Molecular formula: C4H7NO
Method: DFT, ωB97M-V with the def2-TZVPD basis set

Positions of all 13 atoms, in Å:
C  -1.058  1.388  -1.190
C  -0.337  0.417  -0.370
C  0.810  -0.272  -0.466
C  1.072  -1.101  0.776
N  0.090  -0.551  1.718
O  -0.986  0.178  0.954
H  -0.276  1.911  -1.774
H  -1.564  2.106  -0.368
H  -1.810  0.810  -1.885
H  1.447  -0.389  -1.371
H  0.976  -2.161  0.559
H  2.071  -1.045  1.269
H  -0.435  -1.290  2.149

## Properties
Energy relative to the best compared isomer or geometry (same formula, charge and spin), kJ/mol: 356.0
Structure (SMILES): CC1=CCNO1

Entry 2:
Molecular formula: C4H7NO
Method: DFT, ωB97M-V with the def2-TZVPD basis set

Positions of all 13 atoms, in Å:
C  1.271  0.285  0.627
C  0.496  -0.035  -0.663
C  -0.572  -1.058  -0.226
N  -1.305  0.083  0.342
C  -0.624  0.992  -0.493
O  -0.826  2.131  -0.814
H  1.923  -0.537  0.936
H  1.907  1.178  0.487
H  0.333  0.364  1.310
H  1.017  -0.164  -1.619
H  -0.221  -1.834  0.462
H  -1.149  -1.497  -1.040
H  -2.249  0.093  0.693

## Properties
Energy relative to the best compared isomer or geometry (same formula, charge and spin), kJ/mol: 171.1
Structure (SMILES): C[C@H]1CNC1=O

Entry 3:
Molecular formula: C4H7NO
Method: DFT, ωB97M-V with the def2-TZVPD basis set

Positions of all 13 atoms, in Å:
C  1.805  0.065  0.725
O  1.016  -0.586  -0.288
C  -0.312  0.249  -0.772
C  -1.306  -0.561  -0.084
C  -1.886  -0.025  1.105
N  -2.320  0.409  2.093
H  2.313  0.920  0.275
H  1.164  0.391  1.552
H  2.544  -0.656  1.077
H  -0.122  1.263  -0.417
H  -0.246  0.156  -1.854
H  0.164  -1.166  0.160
H  -1.948  -1.197  -0.686

## Properties
Energy relative to the best compared isomer or geometry (same formula, charge and spin), kJ/mol: 394.2

Entry 4:
Molecular formula: C4H7NO
Method: DFT, ωB97M-V with the def2-TZVPD basis set

Positions of all 13 atoms, in Å:
O  -1.070  0.512  -1.699
C  -0.246  0.849  -0.624
C  -0.750  0.519  0.829
C  0.426  -0.440  0.965
N  0.297  -1.400  -0.146
C  0.938  -0.093  -0.379
H  -1.161  -0.453  -1.648
H  0.035  1.898  -0.745
H  -1.743  0.066  0.899
H  -0.687  1.381  1.500
H  0.979  -0.704  1.860
H  1.030  -2.102  -0.057
H  1.953  -0.034  -0.757

## Properties
Energy relative to the best compared isomer or geometry (same formula, charge and spin), kJ/mol: 251.6
Structure (SMILES): O[C@H]1C[C@H]2N[C@@H]12

no.,frontier orbital gap (eV),highest occupied orbital energy (eV),energy (eV)
1,9.233,-8.18,-7795.954
2,10.629,-9.65,-7797.871
3,9.113,-8.46,-7795.559
4,10.460,-9.42,-7797.037